A 12-piece molecular cluster, H24O12 overall at a distorted geometry, computed with the ωB97M-V functional and the def2-TZVPD basis.

Geometry as XYZ:
```
36
Properties=species:S:1:pos:R:3
O -2.76 -0.23 0.07
O 1.02 -0.33 -2.39
H -3.36 -2.24 -1.23
H -3.90 1.28 -1.58
O -0.32 0.57 0.85
H 3.24 -1.51 0.28
H -1.44 2.12 3.02
H -0.23 2.98 3.36
H 2.28 4.53 0.14
O 4.44 -1.33 -1.91
H 0.46 -0.01 0.88
O -4.39 1.72 -2.28
H -3.75 -1.40 -2.43
H -2.06 -0.85 0.31
O -3.05 -1.51 -1.78
H 0.87 -4.14 -0.31
H 2.82 2.51 -0.94
H 2.06 -4.38 0.60
O -2.53 -2.35 2.73
H 2.69 -0.59 1.35
O 1.44 4.70 0.57
O 2.08 2.18 -0.43
H 3.95 -1.72 -1.17
H 1.81 -0.19 -2.93
H -4.09 1.28 -3.09
H 4.51 -0.40 -1.68
O 1.11 -4.26 0.61
H -3.41 -2.68 2.50
H -2.33 0.63 0.09
O 3.30 -1.32 1.22
H 2.46 1.98 0.43
H 0.54 0.50 -2.47
H 0.90 5.11 -0.12
H -0.97 0.11 1.39
O -0.49 2.19 2.87
H -1.94 -3.07 2.50
```

HOMO = -0.3669 Ha
SMILES string = O.O.O.O.O.O.O.O.O.O.O.O
total charge = 0
energy = -917.172460 Eh
Kohn-Sham gap = 9.87 eV
ΔE to the lowest compared entry with this formula, charge and spin = 95.9 kcal per mole

=====

A 12-piece molecular cluster, H24O12 overall at a distorted geometry, computed with the ωB97M-V functional and the def2-TZVPD basis.

Geometry as XYZ:
```
36
Properties=species:S:1:pos:R:3
H -0.08 -2.47 2.23
H 0.63 0.04 2.35
O 2.49 0.31 -1.98
O -0.50 0.16 -0.83
O 1.25 -3.96 0.44
H 1.82 0.32 -2.64
H -3.46 -1.06 -0.08
H 0.78 -3.09 0.57
H -2.98 0.49 -1.69
O 0.94 0.19 3.19
H 1.24 -4.10 -0.52
O 2.05 0.34 0.56
O -2.91 -0.70 0.57
H -0.81 1.78 -2.18
H 2.68 -2.78 -1.48
O -3.04 1.46 -1.64
H 0.24 -0.34 -0.51
O -0.38 2.36 -2.83
H 2.37 0.42 -0.32
H -3.41 1.75 -0.80
H -0.12 1.66 -3.44
O -0.36 -1.92 1.42
O 1.92 -2.50 -1.99
H -3.53 -0.41 1.23
H 2.19 -1.60 -2.00
H -1.13 -0.06 -0.17
H -1.18 -1.48 1.65
H 0.67 2.95 0.70
O -0.17 2.68 0.33
H -1.11 1.91 2.01
H -1.46 2.64 3.20
H 3.26 0.15 -2.49
H 0.53 1.04 3.27
O -1.34 1.76 2.93
H 2.83 0.15 1.10
H 0.07 1.93 -0.17
```

HOMO = -0.3879 Ha
SMILES string = O.O.O.O.O.O.O.O.O.O.O.O
total charge = 0
energy = -917.242644 Eh
Kohn-Sham gap = 10.44 eV
ΔE to the lowest compared entry with this formula, charge and spin = 51.9 kcal per mole

=====

Question: Among the records above, which one has the highest HOMO?
Answer: number 1

=====

Question: Which of these has the highest energy?
Answer: number 1

=====

Question: Number 2 is which compound?
Answer: H24O12

=====

Question: What is the total charge in the first record?
Answer: 0